(1)
The following is a DFT calculation (ωB97M-V/def2-TZVPD) of the molecule C2H2NOPS.

The geometry in XYZ format:
```
8
Properties=species:S:1:pos:R:3
S 0.64 0.65 -1.78
P -1.37 0.89 -0.73
O 1.38 0.31 0.07
N 0.01 -0.51 -2.49
C 0.58 -0.15 0.94
C -0.86 0.02 0.73
H 1.11 -0.74 1.82
H -1.48 -0.47 1.44
```

Summary:
- net charge = 0
- Kohn-Sham gap (spin up / spin down) (eV) = 6.8 / 6.9
- HOMO level (spin up / spin down) (eV) = -8.36 / -8.40

(2)
The following is a DFT calculation (ωB97M-V/def2-TZVPD) of the molecule C2H2NOPS.

The geometry in XYZ format:
```
8
Properties=species:S:1:pos:R:3
S 0.87 -1.60 2.91
P -0.63 0.96 2.51
O 1.32 -1.36 1.20
N 0.04 -0.34 3.29
C 0.56 -0.52 0.42
C -0.26 0.48 0.81
H -0.78 0.87 0.07
H 0.60 -0.76 -0.55
```

Summary:
- net charge = 0
- Kohn-Sham gap (spin up / spin down) (eV) = 6.8 / 6.8
- HOMO level (spin up / spin down) (eV) = -7.84 / -7.84

Most stable: (2)

(1)
The following is a DFT calculation (ωB97M-V/def2-TZVPD) of a structure of composition C40H34Cl2GeNO5S4TcTe.

The geometry in XYZ format:
```
89
Properties=species:S:1:pos:R:3
Te 0.86 -0.54 3.32
Tc -0.11 0.86 1.20
Ge 2.97 0.27 -0.95
Cl -3.04 -0.97 -2.13
Cl -5.41 -4.10 1.63
S -1.31 2.19 -0.46
S -2.72 4.80 -0.05
S -1.15 5.42 2.37
S 0.45 2.88 2.11
O -0.88 -1.09 0.76
O 1.08 -1.34 -0.18
O -3.07 6.95 1.43
O -1.82 -0.73 3.68
O -1.86 1.00 2.28
N -4.29 -1.58 0.67
C -1.52 3.62 0.43
C -5.90 1.52 -0.57
C 2.73 -1.37 -3.43
C -2.45 5.94 1.28
C -5.44 0.21 -0.52
C 0.73 0.80 4.97
C 6.28 -2.75 0.67
C 2.25 -0.29 -2.69
C -3.81 -2.42 -1.62
C -4.37 -4.70 -2.17
C -4.64 0.56 1.74
C 3.65 2.10 -1.08
C 2.12 -1.73 -4.62
C 4.71 2.41 -1.93
C 1.28 0.02 0.13
C -0.09 -1.84 0.21
C 4.49 4.74 -1.40
C -4.81 -3.84 0.01
C -0.79 3.92 1.54
C -3.86 -3.47 -2.54
C -4.77 -0.26 0.61
C 1.14 0.41 -3.16
C 1.02 -1.02 -5.08
C 5.08 -3.25 0.19
C -4.32 -2.56 -0.32
C 3.01 3.13 -0.39
C -4.83 -4.89 -0.88
C 2.98 -0.12 3.09
C 5.12 3.72 -2.09
C 0.53 0.05 -4.35
C -0.29 -3.29 -0.04
C -2.43 0.09 2.98
C -5.11 1.86 1.66
C 5.51 -0.51 0.25
C 4.10 -2.38 -0.27
C -3.97 0.08 3.01
C 6.49 -1.38 0.70
C 4.31 -1.00 -0.25
C 3.43 4.44 -0.55
C -5.72 2.36 0.52
H -4.40 -5.51 -2.88
H 1.03 1.80 4.64
H 0.55 -1.30 -6.02
H 7.05 -3.43 1.01
H -4.25 0.74 3.83
H 4.81 5.77 -1.52
H -0.34 0.60 -4.70
H -6.07 3.38 0.49
H 3.16 -2.77 -0.64
H 7.43 -0.99 1.08
H 5.20 1.61 -2.48
H -4.29 -0.93 3.27
H 5.94 3.95 -2.76
H -6.40 1.87 -1.46
H 3.59 -1.92 -3.07
H 2.93 5.23 0.00
H -5.23 -5.84 -0.56
H 0.75 1.23 -2.58
H -0.30 0.81 5.30
H -4.30 -1.98 1.60
H 2.19 2.88 0.25
H 3.36 -0.71 2.26
H -1.27 -3.59 0.33
H -5.60 -0.45 -1.35
H 2.50 -2.58 -5.19
H -0.23 -3.50 -1.11
H 1.38 0.46 5.77
H -3.47 -3.30 -3.53
H -4.99 2.51 2.52
H 3.12 0.94 2.87
H 4.91 -4.31 0.16
H 3.52 -0.38 4.00
H 0.49 -3.85 0.47
H 5.67 0.56 0.29
```

Summary:
- net charge = 0
- Kohn-Sham gap (spin up / spin down) (eV) = 6.1 / 6.1
- HOMO level (spin up / spin down) (eV) = -7.46 / -7.46

(2)
The following is a DFT calculation (ωB97M-V/def2-TZVPD) of a structure of composition C40H34Cl2GeNO5S4TcTe.

The geometry in XYZ format:
```
89
Properties=species:S:1:pos:R:3
Te -2.00 1.37 2.60
Tc -1.48 -0.27 0.51
Ge 0.24 2.44 -1.56
Cl 1.72 -2.26 -0.38
Cl 2.83 -3.60 4.76
S -1.18 -2.08 -1.13
S -5.47 -2.35 -1.23
S -3.22 -4.08 -2.04
S -3.62 -0.15 -0.33
O -5.76 -4.76 -2.24
O 0.28 -0.56 1.67
O -1.82 -0.95 3.73
O -2.18 -1.76 1.70
O 0.95 1.21 0.57
N 1.05 -3.24 2.48
C -1.56 3.38 -5.29
C 1.08 6.66 0.50
C 1.78 0.23 -2.58
C -3.05 1.88 -4.16
C -4.98 -3.91 -1.91
C 0.07 6.52 -0.44
C 4.18 -2.35 0.67
C 2.38 0.46 2.33
C -0.70 3.36 -4.20
C -3.85 -1.72 -0.99
C 2.37 -3.01 2.16
C 5.10 -2.49 1.68
C 1.83 5.56 0.87
C -0.18 5.29 -1.01
C 4.28 1.40 -2.49
C -1.17 -4.15 2.24
C -2.73 2.64 -5.27
C 1.90 1.55 -2.16
C 0.16 -4.07 1.81
C -0.29 -5.68 0.07
C 2.89 -0.49 -2.96
C -4.10 1.17 2.95
C -2.81 -2.52 -1.35
C 1.14 0.31 1.51
C 1.58 4.32 0.29
C -2.04 -4.97 1.53
C -1.69 -3.33 3.38
C -0.24 1.09 -0.15
C 0.59 -4.87 0.75
C 4.15 0.09 -2.92
C -1.02 2.59 -3.08
C -1.91 -1.89 2.92
C -2.30 3.24 1.53
C 2.83 -2.58 0.91
C -2.19 1.85 -3.07
C -1.63 -5.72 0.44
C 3.16 2.13 -2.11
C 3.34 -3.11 3.17
C 0.58 4.18 -0.66
C 4.68 -2.86 2.95
H -3.39 2.65 -6.13
H 2.43 -0.31 3.09
H -4.62 1.15 2.00
H 2.16 3.46 0.58
H -1.03 -3.32 4.25
H -0.52 7.38 -0.73
H -1.34 3.62 1.21
H 2.37 1.44 2.81
H -3.96 1.30 -4.14
H -3.08 -5.00 1.83
H 1.28 7.62 0.95
H 5.26 1.86 -2.44
H 0.80 -0.22 -2.59
H -4.26 0.25 3.50
H -2.41 1.25 -2.20
H 4.48 -2.04 -0.32
H 0.06 -6.28 -0.76
H 2.62 5.66 1.60
H 1.64 -4.86 0.48
H -2.78 3.98 2.17
H 6.14 -2.30 1.49
H -1.30 3.97 -6.16
H 5.01 -0.47 -3.22
H -0.97 5.17 -1.74
H -2.66 -3.73 3.70
H -2.33 -6.33 -0.10
H -2.92 3.07 0.66
H 2.78 -1.52 -3.28
H 3.26 3.15 -1.77
H 3.26 0.40 1.70
H 0.22 3.93 -4.21
H 5.38 -2.96 3.77
H 0.85 -3.11 3.46
H -4.45 2.01 3.55
```

Summary:
- net charge = 0
- Kohn-Sham gap (spin up / spin down) (eV) = 6.0 / 6.0
- HOMO level (spin up / spin down) (eV) = -7.41 / -7.41

Most stable: (1)

(1)
The following is a DFT calculation (ωB97M-V/def2-TZVPD) of the ion C4H9O2 with charge -1.

The geometry in XYZ format:
```
15
Properties=species:S:1:pos:R:3
O -1.84 0.95 0.09
O 0.55 0.77 1.14
C -0.21 -0.90 -0.52
C 0.83 0.15 -0.03
C 2.25 -0.50 0.05
C -1.66 -0.27 -0.61
H -0.26 -1.69 0.24
H 2.19 -1.19 0.89
H -0.99 1.13 0.63
H -1.94 -0.07 -1.66
H 2.43 -1.10 -0.86
H 0.87 0.96 -0.82
H 2.99 0.27 0.20
H 0.03 -1.19 -1.54
H -2.43 -0.90 -0.16
```

Summary:
- net charge = -1
- Kohn-Sham gap (eV) = 7.4
- HOMO level (eV) = -2.97

(2)
The following is a DFT calculation (ωB97M-V/def2-TZVPD) of the ion C4H9O2 with charge -1.

The geometry in XYZ format:
```
15
Properties=species:S:1:pos:R:3
O 0.23 1.75 1.17
O -0.34 -0.77 1.25
C 0.61 1.60 -0.23
C -0.72 -1.96 -1.10
C 0.72 0.11 -0.75
C -0.47 -0.73 -0.11
H 1.77 -0.20 -0.46
H -1.12 -1.65 -2.14
H -0.01 2.06 -0.86
H 1.60 2.03 -0.23
H -0.14 0.81 1.21
H 0.56 0.16 -1.78
H -1.33 0.06 -0.35
H 0.21 -2.60 -1.03
H -1.45 -2.56 -0.56
```

Summary:
- net charge = -1
- Kohn-Sham gap (eV) = 7.5
- HOMO level (eV) = -3.05

(3)
The following is a DFT calculation (ωB97M-V/def2-TZVPD) of the ion C4H9O2 with charge -1.

The geometry in XYZ format:
```
15
Properties=species:S:1:pos:R:3
O 1.12 -1.74 -1.55
O -0.48 1.07 2.97
C -0.73 0.70 0.34
C -0.31 0.22 1.90
C -0.33 0.11 -1.02
C 1.05 -0.57 -0.82
H -0.12 1.63 0.26
H -0.97 -0.73 -1.30
H -1.07 -0.59 1.99
H 0.67 -1.70 -2.48
H 0.76 0.05 1.79
H -0.60 0.86 -1.76
H 1.13 -0.67 0.34
H -1.80 1.02 0.52
H 1.69 0.35 -1.19
```

Summary:
- net charge = -1
- Kohn-Sham gap (eV) = 5.6
- HOMO level (eV) = -2.24

Most stable: (1)

(1)
The following is a DFT calculation (ωB97M-V/def2-TZVPD) of a cluster of 2 separate species, C4H15N3O in total.

The geometry in XYZ format:
```
23
Properties=species:S:1:pos:R:3
O -0.57 -2.52 -0.92
N -2.64 0.06 -0.92
N 2.44 1.66 -0.08
N -0.87 0.22 0.84
C 2.04 -0.72 0.56
C 0.14 0.88 0.02
C 1.54 0.73 0.61
C -2.23 0.48 0.41
H -0.71 -0.78 0.83
H 0.25 -2.05 -1.15
H 1.49 1.04 1.66
H -0.51 -3.34 -1.43
H 3.35 1.66 0.36
H 2.17 -1.03 -0.48
H 1.36 -1.41 1.06
H -2.39 1.56 0.47
H 2.57 1.35 -1.04
H 3.00 -0.80 1.07
H 0.16 0.52 -1.02
H -2.39 -0.91 -1.08
H -0.09 1.94 0.00
H -2.90 0.01 1.13
H -2.14 0.59 -1.63
```

Summary:
- net charge = 0
- Kohn-Sham gap (eV) = 9.1
- HOMO level (eV) = -8.61

(2)
The following is a DFT calculation (ωB97M-V/def2-TZVPD) of a cluster of 2 separate species, C4H15N3O in total.

The geometry in XYZ format:
```
23
Properties=species:S:1:pos:R:3
O -2.10 1.00 0.60
N 0.77 -0.56 -0.38
N -0.87 1.28 -2.21
N -1.05 -1.31 1.93
C 0.44 -1.44 1.86
C 1.33 0.47 -1.26
C 1.07 -0.34 1.03
C 0.47 0.73 -2.47
H 0.71 0.64 1.34
H 2.15 -0.38 1.16
H -1.55 0.32 1.04
H 0.72 -2.42 1.51
H -1.34 -1.38 2.88
H -0.76 2.28 -2.12
H -1.30 0.98 -1.33
H -0.23 -0.64 -0.50
H 0.79 -1.32 2.88
H -2.88 1.24 1.09
H 1.49 1.37 -0.66
H 2.34 0.15 -1.55
H -1.52 -1.94 1.31
H 0.96 1.45 -3.12
H 0.35 -0.20 -3.04
```

Summary:
- net charge = 0
- Kohn-Sham gap (eV) = 9.5
- HOMO level (eV) = -8.68

Most stable: (1)

(1)
The following is a DFT calculation (ωB97M-V/def2-TZVPD) of the molecule Br2H4OSi2.

The geometry in XYZ format:
```
9
Properties=species:S:1:pos:R:3
Br -1.40 -3.80 -0.18
Br -3.22 -0.92 0.38
Si 0.60 0.72 -0.04
Si -1.45 -2.00 0.95
O 0.17 -0.81 0.19
H 1.66 0.71 0.87
H 0.82 1.05 -1.40
H -0.50 1.66 0.40
H -0.81 -2.45 2.24
```

Summary:
- net charge = 0
- Kohn-Sham gap (eV) = 10.0
- HOMO level (eV) = -10.02

(2)
The following is a DFT calculation (ωB97M-V/def2-TZVPD) of the molecule Br2H4OSi2.

The geometry in XYZ format:
```
9
Properties=species:S:1:pos:R:3
Br 3.12 0.60 0.30
Br -2.90 0.18 0.78
Si 1.40 -0.54 0.76
Si -1.41 0.55 -0.89
O 0.15 0.51 -0.20
H 1.23 -0.71 2.18
H -1.55 1.94 -1.29
H 1.58 -1.75 -0.08
H -1.62 -0.77 -1.55
```

Summary:
- net charge = 0
- Kohn-Sham gap (eV) = 11.0
- HOMO level (eV) = -10.34

Most stable: (2)

(1)
The following is a DFT calculation (ωB97M-V/def2-TZVPD) of a cluster of 2 separate species, C2H7N2O in total.

The geometry in XYZ format:
```
12
Properties=species:S:1:pos:R:3
O 1.23 -0.87 0.46
N -0.56 1.38 0.61
N 1.21 -0.07 -0.56
C 0.29 -0.48 -1.48
C -1.12 0.48 1.28
H 1.05 -1.33 -1.99
H -0.56 -0.92 -0.97
H 0.08 0.34 -2.22
H -0.64 -0.58 1.43
H -0.92 2.35 0.75
H 2.10 -0.67 1.04
H -2.15 0.37 1.63
```

Summary:
- net charge = +1
- Kohn-Sham gap (spin up / spin down) (eV) = 7.9 / 7.9
- HOMO level (spin up / spin down) (eV) = -14.81 / -14.81

(2)
The following is a DFT calculation (ωB97M-V/def2-TZVPD) of a cluster of 2 separate species, C2H7N2O in total.

The geometry in XYZ format:
```
12
Properties=species:S:1:pos:R:3
O 0.13 -0.49 0.74
N 1.28 0.75 -0.81
N -2.27 -0.05 1.02
C 2.57 0.59 -1.08
C -0.93 -0.85 0.42
H 3.11 -0.31 -0.72
H 2.52 0.77 -2.27
H 3.27 1.35 -0.79
H -2.04 0.69 1.68
H -2.98 -0.61 1.62
H -1.33 -1.56 -0.33
H -2.74 0.13 0.13
```

Summary:
- net charge = +1
- Kohn-Sham gap (spin up / spin down) (eV) = 7.7 / 7.9
- HOMO level (spin up / spin down) (eV) = -12.39 / -12.40

(3)
The following is a DFT calculation (ωB97M-V/def2-TZVPD) of the ion C2H7N2O with charge +1.

The geometry in XYZ format:
```
12
Properties=species:S:1:pos:R:3
O -1.42 -0.90 0.32
N -1.51 1.05 -0.76
N 1.12 -1.07 0.40
C 0.61 0.35 0.19
C -0.83 0.09 -0.12
H -2.52 0.98 -0.87
H 1.18 0.96 -0.52
H 2.14 -0.97 0.47
H 0.64 -1.68 1.07
H 0.77 0.89 1.13
H -1.14 1.99 -0.88
H 0.97 -1.68 -0.43
```

Summary:
- net charge = +1
- Kohn-Sham gap (eV) = 10.9
- HOMO level (eV) = -14.85

(4)
The following is a DFT calculation (ωB97M-V/def2-TZVPD) of a cluster of 2 separate species, C2H7N2O in total.

The geometry in XYZ format:
```
12
Properties=species:S:1:pos:R:3
O 0.84 -0.18 -0.16
N -0.45 1.73 1.18
N 0.77 -2.06 -1.44
C -1.62 1.37 1.53
C 0.43 -0.81 -1.13
H -0.21 -0.37 -1.90
H 0.39 -2.44 -2.29
H 1.29 -2.61 -0.76
H -2.18 0.63 0.98
H -0.04 2.41 1.79
H -2.02 1.91 2.37
H 0.05 1.22 0.43
```

Summary:
- net charge = +1
- Kohn-Sham gap (eV) = 9.7
- HOMO level (eV) = -14.65

Most stable: (3)